1.
Below is a molecular structure, C21H33IrN6SbSe2Te2, with properties calculated with ωB97M-V/def2-TZVPD.

Geometry as XYZ:
```
66
Properties=species:S:1:pos:R:3:forces:R:3
Ir -0.0330 0.2728 0.0686 -0.255 0.155 -0.199
Se -1.1047 -0.2160 2.3536 0.032 -0.100 0.045
Te -1.7569 1.5974 3.7994 -0.034 -0.014 0.084
Te -1.2989 3.7961 2.1914 -0.035 0.112 0.023
Se -0.4505 2.8161 0.1624 0.089 -0.061 0.003
N 2.1592 0.3102 -3.8257 -0.117 0.056 0.186
C 1.5795 1.0438 -2.8783 -0.147 -0.002 0.058
N 1.0642 0.2379 -1.9615 0.197 0.142 -0.121
C 1.3896 -1.0070 -2.4145 0.072 0.009 -0.160
N 2.0497 -0.9941 -3.5478 0.026 -0.383 0.038
C 1.0584 -2.2076 -1.6449 -0.050 -0.135 0.056
C 1.3689 -3.4958 -2.0826 -0.007 0.459 -0.047
N 1.0701 -4.5592 -1.3600 -0.009 -0.197 0.018
C 0.4690 -4.3516 -0.1997 -0.134 0.067 0.248
C 0.1609 -3.0737 0.2600 -0.031 -0.143 0.001
N 0.4525 -2.0008 -0.4652 0.182 -0.015 -0.258
H 2.6374 0.6171 -4.6616 -0.017 -0.027 0.029
H 1.5462 2.1154 -2.8913 -0.032 0.217 0.040
H 1.8669 -3.6485 -3.0295 0.031 0.012 -0.090
H 0.2223 -5.2209 0.3941 -0.012 -0.039 0.045
H -0.3237 -2.9229 1.2178 0.018 0.008 -0.026
C -4.5431 -1.6901 -3.0905 -0.205 0.125 0.132
C -3.0670 -1.5650 -2.7415 0.049 -0.108 -0.125
C -2.5006 -2.9454 -2.4387 0.155 0.004 0.120
Sb -2.6839 -0.1379 -1.1652 0.100 -0.039 0.048
C -3.2111 1.7506 -2.0775 0.005 0.150 0.054
C -4.5012 1.7901 -2.8842 -0.175 -0.175 0.047
C -2.0652 2.2111 -2.9670 0.209 -0.119 -0.004
C -4.1341 -0.4992 0.3901 0.009 0.097 0.177
C -5.5880 -0.2048 0.0677 -0.096 0.213 -0.239
C -3.9824 -1.9178 0.9202 0.180 -0.131 -0.056
H -4.6503 -2.2864 -3.9964 -0.010 -0.046 -0.073
H -5.0367 -0.7343 -3.2589 0.012 -0.094 -0.010
H -5.0801 -2.2146 -2.2966 0.003 0.019 -0.036
H -2.5207 -1.1456 -3.5920 -0.028 0.076 0.001
H -3.0114 -3.4086 -1.5955 -0.025 -0.031 0.069
H -1.4347 -2.9242 -2.2189 0.079 -0.004 0.007
H -2.6448 -3.5985 -3.2985 -0.019 -0.047 -0.079
H -3.2943 2.4257 -1.2192 -0.012 -0.022 0.004
H -4.3914 1.2397 -3.8188 0.002 -0.010 -0.024
H -4.7211 2.8240 -3.1495 -0.024 0.080 -0.013
H -5.3677 1.3912 -2.3578 0.035 0.038 0.005
H -1.9191 1.5211 -3.8007 0.008 -0.028 -0.058
H -1.1198 2.2886 -2.4283 0.026 0.007 -0.026
H -2.2867 3.1878 -3.3933 -0.025 0.114 -0.032
H -3.8114 0.2082 1.1622 0.059 -0.022 -0.018
H -5.9882 -0.8890 -0.6805 -0.002 0.030 -0.008
H -5.7401 0.8175 -0.2825 -0.006 -0.049 0.020
H -6.1838 -0.3267 0.9723 -0.060 -0.032 0.067
H -4.3737 -2.6379 0.2033 -0.022 -0.083 -0.060
H -4.5549 -2.0394 1.8383 -0.051 0.002 0.101
H -2.9453 -2.1927 1.1387 -0.056 0.022 -0.014
C 5.8596 0.4909 3.0624 0.052 0.023 0.056
C 4.5321 0.4201 2.3879 -0.106 -0.001 -0.050
C 3.4506 1.1920 2.8009 -0.081 -0.031 -0.074
C 2.2407 1.0850 2.1458 -0.026 0.113 0.106
N 2.0385 0.2673 1.1085 0.083 -0.088 0.041
C 3.0758 -0.4762 0.7049 0.141 -0.048 -0.012
C 4.3153 -0.4318 1.3052 -0.131 0.038 -0.025
H 5.8562 1.2096 3.8774 0.019 0.011 0.021
H 6.6312 0.7769 2.3485 0.044 0.006 -0.018
H 6.1317 -0.4860 3.4610 0.027 -0.032 0.016
H 3.5451 1.8752 3.6316 0.010 0.044 0.057
H 1.3870 1.6754 2.4546 0.014 0.027 0.037
H 2.9015 -1.1329 -0.1330 0.008 -0.071 -0.069
H 5.1087 -1.0611 0.9309 0.063 -0.050 -0.032
```
Forces are in eV/Å.

Output
Relative energy (zero: lowest compared OMol25 entry of this formula, charge and spin) ... 0.00 kJ/mol
LUMO energy (spin up / spin down) ... -6.30 / -8.24 eV
Expectation value of S² ... 8.78
Molecular weight ... 1096.63 g mol⁻¹
2S+1 ... 6
HOMO level (spin up / spin down) ... -0.4492 / -0.5243 Ha
Net charge ... +2

2.
Below is a molecular structure, C21H33KNOPSi, with properties calculated with ωB97M-V/def2-TZVPD.

Geometry as XYZ:
```
59
Properties=species:S:1:pos:R:3:forces:R:3
K -1.1319 0.4000 1.3650 -0.083 0.016 0.013
C -2.1002 2.7094 -1.0048 0.041 0.003 0.016
Si -0.3345 3.3415 -0.6864 -0.046 -0.131 0.014
C 0.5253 3.1914 -2.3619 -0.044 0.029 -0.028
C -0.5063 5.1723 -0.2767 -0.045 0.004 -0.013
N 0.3203 2.3901 0.5635 -0.003 0.163 -0.206
C 1.5328 2.6336 1.1150 0.216 -0.051 0.006
C 2.5044 3.5640 0.6516 -0.092 0.054 -0.009
C 3.7250 3.7561 1.2713 -0.004 0.016 -0.016
C 4.0844 3.0322 2.4022 0.012 -0.009 0.021
C 3.1797 2.0979 2.8840 -0.025 -0.001 0.014
C 1.9703 1.9133 2.2493 -0.047 -0.107 0.039
O 1.0924 0.9370 2.7753 0.159 -0.142 0.165
C 1.4630 -0.3719 2.6241 -0.069 0.042 -0.056
C 0.8682 -1.2940 3.4820 -0.012 0.059 0.003
C 1.1388 -2.6469 3.3379 0.014 -0.026 -0.003
C 1.9978 -3.0893 2.3418 0.021 0.020 -0.002
C 2.5790 -2.1636 1.4841 -0.033 -0.016 0.041
C 2.3165 -0.8075 1.6135 0.029 0.039 -0.034
H -2.7528 3.5500 -1.2534 -0.030 -0.039 -0.030
H -2.5402 2.2236 -0.1283 -0.059 0.072 0.008
H -2.1462 2.0035 -1.8382 0.024 -0.003 0.025
H -0.0691 3.6853 -3.1370 0.020 -0.002 -0.004
H 0.6197 2.1372 -2.6387 0.010 0.003 0.005
H 1.5254 3.6277 -2.3834 -0.002 -0.001 0.025
H -0.9657 5.7114 -1.1103 0.013 0.006 0.004
H 0.4483 5.6503 -0.0524 0.006 -0.015 0.000
H -1.1510 5.3001 0.5969 0.013 0.001 0.003
H 2.2778 4.1480 -0.2324 -0.015 -0.014 0.003
H 4.4106 4.4872 0.8587 0.005 -0.002 0.005
H 5.0356 3.1856 2.8924 0.002 0.003 -0.006
H 3.4066 1.4917 3.7541 0.005 0.009 0.001
H 0.2256 -0.9272 4.2738 0.000 -0.016 0.004
H 0.6849 -3.3564 4.0185 0.000 0.003 -0.001
H 2.2146 -4.1438 2.2349 -0.003 0.001 0.006
H 3.2491 -2.4992 0.7024 0.003 0.008 -0.004
H 2.7719 -0.0815 0.9527 -0.004 -0.004 0.002
C -1.7801 -1.7106 -3.8842 0.003 0.003 0.000
C -1.7893 -0.9389 -2.5684 -0.004 0.000 0.030
P -1.8380 -1.9022 -0.9946 0.020 0.003 -0.066
C -3.2748 -3.0313 -1.2814 0.000 0.018 0.044
C -3.9109 -3.5225 0.0195 0.002 0.023 -0.028
C -0.4066 -3.0442 -1.2025 -0.023 -0.038 0.042
C -0.3648 -4.1226 -0.1208 0.009 0.023 -0.046
H -1.8272 -1.0192 -4.7267 -0.001 -0.011 -0.006
H -2.6347 -2.3841 -3.9626 0.001 -0.002 0.000
H -0.8731 -2.3031 -4.0018 -0.001 -0.001 0.009
H -2.6566 -0.2734 -2.5286 0.011 0.005 -0.005
H -0.9141 -0.2854 -2.5011 -0.005 0.011 -0.008
H -2.9642 -3.8735 -1.9054 0.005 -0.001 -0.004
H -4.0131 -2.4686 -1.8590 0.003 0.008 -0.002
H -3.1924 -4.0537 0.6445 -0.014 -0.004 0.000
H -4.7450 -4.1962 -0.1808 0.004 -0.005 0.003
H -4.2917 -2.6817 0.6014 0.000 -0.007 0.006
H 0.4972 -2.4301 -1.1596 0.010 0.000 0.003
H -0.4401 -3.5113 -2.1893 0.006 0.017 -0.012
H -0.3910 -3.6857 0.8787 -0.013 -0.008 0.003
H 0.5488 -4.7135 -0.1967 -0.001 0.001 -0.003
H -1.2084 -4.8072 -0.2216 0.010 -0.007 0.024
```
Forces are in eV/Å.

Output
Relative energy (zero: lowest compared OMol25 entry of this formula, charge and spin) ... 0.00 kJ/mol
LUMO energy ... -0.12 eV
Molecular weight ... 413.66 g mol⁻¹
HOMO level ... -0.2318 Ha
Net charge ... 0

3.
Below is a molecular structure, C21H33LiOPS4, with properties calculated with ωB97M-V/def2-TZVPD.

Geometry as XYZ:
```
61
Properties=species:S:1:pos:R:3:forces:R:3
Li 8.6341 11.2877 4.3145 0.037 -0.651 0.292
O 9.2071 4.7355 4.7057 0.339 -0.698 -0.461
C 9.1282 5.8400 4.2371 -1.197 -0.012 0.551
S 7.5284 6.6692 4.0855 -0.501 -1.617 0.678
C 8.1207 8.2258 4.3925 3.896 2.750 -1.014
C 9.5061 8.3799 3.9883 -2.998 0.503 0.590
S 10.3554 9.8456 3.4895 -0.301 -0.054 0.488
S 10.4226 6.8843 3.7819 0.188 0.493 -0.159
S 7.0932 9.5585 5.0182 0.458 -0.807 -1.100
C 4.8503 11.5265 8.2303 1.859 -0.815 -0.347
C 5.9511 10.6034 8.8846 0.410 1.233 -0.364
C 7.3615 10.8135 8.2450 0.241 -1.525 0.816
C 7.8853 12.2309 8.2858 1.865 0.933 -0.792
C 6.7921 13.2878 8.3059 -0.643 -0.255 -0.074
C 5.4712 12.8077 7.6476 -0.028 0.456 -0.885
P 9.1611 12.3265 6.7925 0.192 -0.543 0.883
C 9.7935 14.0858 6.8394 -1.466 0.436 0.514
C 8.9353 14.8887 5.8153 1.110 0.700 -0.335
C 9.1302 16.3964 6.1027 0.427 -0.438 2.511
C 10.6066 16.7240 6.5466 -0.584 0.389 1.368
C 11.6156 15.7261 6.0768 0.485 -1.633 0.446
C 11.3198 14.3520 6.7349 -0.658 0.306 0.988
C 10.5694 11.2300 7.5126 0.600 1.327 0.341
C 10.3802 9.7773 7.0483 0.809 -0.408 0.313
C 10.5203 8.6468 8.1294 -0.176 0.648 -1.466
C 11.7242 8.8016 9.0183 -0.542 0.887 1.297
C 11.9889 10.3062 9.4153 1.337 -0.376 -0.219
C 10.9298 11.3521 9.0309 -1.272 -1.720 -0.476
H 4.1435 11.7306 9.0036 -0.782 0.302 0.341
H 4.3764 11.0010 7.3872 -0.033 -0.007 0.516
H 5.6370 9.5793 8.7964 0.058 -0.557 -0.127
H 6.0303 10.8088 9.9636 -0.130 0.104 -0.188
H 7.3273 10.4831 7.1812 0.032 -0.135 0.880
H 8.1290 10.1730 8.8214 -1.219 0.588 -1.098
H 8.6004 12.4213 9.1185 -0.764 -0.179 -0.189
H 7.0873 14.2289 7.8335 0.115 -0.046 0.037
H 6.6032 13.5431 9.3633 -0.175 -0.092 -0.273
H 5.5774 12.6596 6.5159 0.194 0.318 1.502
H 4.7588 13.6291 7.7926 -0.023 -0.063 -0.314
H 9.3600 14.5229 7.7827 0.868 -0.424 -0.294
H 7.8909 14.5988 5.8665 -0.173 -0.027 0.098
H 9.2322 14.7478 4.7596 0.091 -0.419 0.402
H 8.3983 16.7875 6.8863 0.908 -0.580 -0.888
H 8.9927 16.9611 5.2428 -0.680 0.975 -1.743
H 10.7057 16.8458 7.6622 -0.293 -0.469 -0.806
H 10.8844 17.7001 6.2032 -0.022 0.728 -0.468
H 12.6459 15.9406 6.3665 -0.060 0.535 0.053
H 11.6598 15.6251 5.0007 -0.327 0.034 -0.440
H 11.6782 14.4245 7.8074 -0.059 -0.383 -1.188
H 11.8233 13.5304 6.2137 0.031 0.215 0.154
H 11.4617 11.6062 6.9735 -0.377 -0.027 0.167
H 11.0869 9.6581 6.2137 0.004 -0.465 0.439
H 9.4499 9.7115 6.5369 -1.002 -0.492 -0.208
H 10.6750 7.7339 7.5919 -0.057 -0.636 -0.628
H 9.5854 8.4480 8.6373 -0.240 0.487 0.481
H 12.5711 8.3417 8.5379 0.563 0.274 -0.358
H 11.5913 8.1799 9.9170 -0.078 0.297 -0.021
H 12.9608 10.5800 8.9278 -0.677 0.044 0.373
H 12.1608 10.4014 10.5016 0.016 -0.158 -0.337
H 11.3072 12.3229 9.3490 -0.336 0.202 -0.163
H 9.9982 11.0686 9.5890 0.738 0.548 -0.098
```
Forces are in eV/Å.

Output
Relative energy (zero: lowest compared OMol25 entry of this formula, charge and spin) ... 0.00 kJ/mol
LUMO energy ... 2.27 eV
Molecular weight ... 467.68 g mol⁻¹
HOMO level ... -0.1034 Ha
Net charge ... -1

Question: Look up the relative energy (zero: lowest compared OMol25 entry of this formula, charge and spin) of the second one.
Answer: 0.00 kJ/mol

Question: Number 3 is which compound?
Answer: C21H33LiOPS4